[1]
ORCA calculation (ωB97M-V/def2-TZVPD) on the molecule C4H6ClF2N.

```
14
Properties=species:S:1:pos:R:3:forces:R:3
C 1.426 0.116 0.934 0.413 0.657 0.362
C 0.114 0.235 0.170 0.004 1.251 -4.355
N -0.326 1.530 -0.391 1.065 0.945 -0.642
C -0.223 -0.807 -0.932 -0.029 -0.916 -2.730
F 0.330 -2.073 -0.959 0.787 0.391 -0.586
C -1.073 -0.737 0.218 0.539 2.270 1.842
F -0.923 -1.591 1.220 0.065 -1.611 0.417
Cl -2.681 -0.228 0.092 -1.753 0.411 0.057
H 1.005 0.449 1.962 1.862 -1.146 -0.956
H 2.308 0.885 0.599 -2.609 -1.720 0.570
H 1.848 -0.962 0.730 -0.899 2.069 1.260
H 0.140 1.961 -1.296 -1.301 -1.716 2.672
H -1.347 1.623 -0.363 0.903 0.207 -0.309
H -0.597 -0.403 -1.984 0.953 -1.093 2.397
```
Forces are in eV/Å.

E: -870.584468 Ha
gap between HOMO and LUMO: 9.9 eV

***

[2]
ORCA calculation (ωB97M-V/def2-TZVPD) on the molecule C4H6ClN.

```
12
Properties=species:S:1:pos:R:3:forces:R:3
C 0.915 -0.992 -2.195 2.256 2.246 0.312
C 0.175 -0.466 -1.074 -1.264 -0.747 0.692
C -0.392 -0.212 -0.045 -0.809 1.006 2.045
C -0.901 0.253 1.335 -0.323 -1.501 -1.511
N 0.041 0.992 1.991 0.896 -1.006 -0.177
Cl -2.403 1.451 1.076 -0.020 -0.987 -0.148
H 0.870 -0.233 -3.012 0.467 -0.387 0.522
H 1.980 -0.979 -1.690 -1.605 -0.662 -1.866
H 0.572 -1.890 -2.671 -0.004 -0.752 0.500
H -1.207 -0.628 1.990 -0.285 1.271 -1.175
H 0.555 1.566 1.335 0.039 0.610 1.169
H -0.205 1.140 2.960 0.651 0.907 -0.363
```
Forces are in eV/Å.

E: -670.871142 Ha
gap between HOMO and LUMO: 10.3 eV

***

[3]
ORCA calculation (ωB97M-V/def2-TZVPD) on a structure of composition C4H6ClN.

```
12
Properties=species:S:1:pos:R:3:forces:R:3
C 0.544 1.609 -0.180 -1.399 2.257 1.822
C 1.176 0.460 -0.319 -0.822 -0.987 0.421
C -0.628 0.915 0.483 -1.240 -1.380 -2.537
C -0.432 -1.514 -0.143 2.315 -1.961 -0.724
N 0.179 -0.335 0.307 -0.157 1.961 0.501
Cl 2.690 -0.087 -0.833 0.245 -0.121 -0.246
H 0.605 2.655 0.044 1.246 0.388 -0.870
H -0.943 1.021 1.538 0.280 0.509 -0.648
H -1.536 0.931 -0.290 1.544 -0.157 1.926
H -1.419 -1.626 0.147 -2.081 0.417 0.465
H -0.317 -1.779 -1.206 -0.080 0.359 0.122
H 0.082 -2.249 0.450 0.149 -1.286 -0.232
```
Forces are in eV/Å.

E: -670.858210 Ha
gap between HOMO and LUMO: 9.4 eV

***

[4]
ORCA calculation (ωB97M-V/def2-TZVPD) on the molecule C4H6ClN.

```
12
Properties=species:S:1:pos:R:3:forces:R:3
C 1.007 -1.084 0.149 0.324 -0.030 0.156
C 1.828 -0.078 -0.060 -0.785 -0.159 -0.150
C -0.380 -0.905 -0.372 -0.358 0.188 -0.096
C -1.108 1.339 0.099 -0.254 0.359 0.449
N -0.499 0.475 -0.833 0.483 -0.684 -0.548
Cl 3.420 0.267 0.171 0.664 0.085 0.199
H 1.299 -2.010 0.658 0.023 0.205 -0.177
H -0.527 -1.559 -1.241 -0.075 -0.002 0.170
H -1.126 -1.160 0.395 0.008 -0.020 -0.042
H -2.188 1.134 0.128 -0.059 -0.008 -0.035
H -0.752 1.211 1.133 0.059 0.017 -0.083
H -0.974 2.370 -0.227 -0.030 0.048 0.156
```
Forces are in eV/Å.

E: -670.785393 Ha
gap between HOMO and LUMO (spin up / spin down): 8.7 / 9.1 eV

***

[5]
ORCA calculation (ωB97M-V/def2-TZVPD) on a cluster of 4 separate species, C4H6ClN3 in total.

```
14
Properties=species:S:1:pos:R:3:forces:R:3
C -1.960 0.518 -0.851 0.835 -0.112 0.421
C 0.281 0.309 0.160 5.062 -4.574 0.024
C 0.821 -0.360 1.325 -2.803 3.025 0.099
C 1.228 -0.175 -0.840 1.189 -1.260 2.226
H -1.532 -1.065 -0.877 -1.649 4.161 -0.317
H -3.334 0.874 0.124 3.373 -1.012 -2.920
H -1.841 1.283 -2.231 -0.866 -2.598 4.070
H -1.048 1.456 0.965 -0.081 -0.928 -3.041
H 0.629 -0.101 2.347 -0.736 -0.298 0.444
H 2.390 -1.934 1.630 -1.693 4.474 -1.915
N -0.803 1.045 -0.028 -3.908 2.480 2.269
N 1.964 -0.933 1.092 3.929 -4.798 -1.508
N 2.300 -0.925 -0.262 -3.519 1.517 -0.891
Cl 0.906 0.007 -2.554 0.868 -0.080 1.038
```
Forces are in eV/Å.

E: -780.132440 Ha
gap between HOMO and LUMO: 7.9 eV

***

[6]
ORCA calculation (ωB97M-V/def2-TZVPD) on the molecule C4H6ClN3.

```
14
Properties=species:S:1:pos:R:3:forces:R:3
C -0.744 -1.442 -0.333 1.166 0.513 -0.800
C 0.030 -0.198 -0.127 -1.592 -1.943 -1.186
C -0.459 1.045 -0.001 2.251 -2.047 0.506
C 1.478 -0.525 -0.128 -0.968 -0.541 -4.184
N -1.914 -1.536 0.121 -2.262 0.735 0.977
N -2.942 -1.427 0.569 -0.584 -0.484 0.370
N 0.540 1.963 0.321 -1.900 2.433 -0.962
Cl -2.099 1.500 -0.199 0.118 0.309 0.070
H -0.539 -2.260 -0.994 0.858 -0.072 -0.234
H 1.697 -0.853 0.810 1.394 -1.329 2.427
H 2.001 0.327 -0.423 1.244 1.439 -0.002
H 1.703 -1.262 -1.016 -0.431 0.815 2.105
H 0.083 2.867 0.315 0.860 0.347 0.386
H 1.164 1.801 1.083 -0.154 -0.176 0.527
```
Forces are in eV/Å.

E: -780.375520 Ha
gap between HOMO and LUMO: 8.3 eV

***

Molecular weight (computed, g/mol): 141.55 103.55 103.55 103.55 131.57 131.57
Maximum force (computed, eV/A): 4.53 3.20 3.22 1.00 6.82 4.33
Energy relative to the best compared isomer or geometry (same formula, charge and spin) (computed, kJ/mol): 246.9 203.3 237.3 428.5 1005.2 367.0